(1)
The following is a DFT calculation (wB97M-V/def2-TZVPD) of a gas-phase ion, C4H10N3O (charge +1) at a distorted geometry.

HOMO, eV: -13.68
2S+1: 1
Structure (SMILES): CN1[NH2+]C=C[C@]1(N)O
Charge: +1
LUMO, eV: -3.5

Last column: natural (NBO) charge in e.
Cartesian coordinates (Å):
C 0.081 1.661 0.357  -0.16
C 1.362 1.425 0.155  -0.07
C -0.704 0.385 0.212  0.50
C 0.161 -1.943 0.026  -0.44
N 0.262 -0.548 -0.340  -0.27
N -1.910 0.693 -0.932  -0.84
N 1.577 0.003 -0.135  -0.36
O -1.313 -0.085 1.334  -0.70
H -0.397 2.589 0.606  0.27
H 2.213 2.078 0.193  0.26
H 0.640 -2.552 -0.735  0.22
H 0.595 -2.151 1.005  0.20
H -0.891 -2.200 0.079  0.26
H -1.469 1.130 -1.731  0.36
H -2.255 -0.215 -1.222  0.37
H 2.149 -0.151 -0.984  0.44
H 2.075 -0.454 0.657  0.43
H -2.174 0.333 1.454  0.52

(2)
The following is a DFT calculation (wB97M-V/def2-TZVPD) of a gas-phase ion, C4H10N3O (charge +1) at a distorted geometry.

HOMO, eV: -13.15
2S+1: 1
Structure (SMILES): CN/N=C\[N+](C)=C/O
Charge: +1
LUMO, eV: -4.1

Last column: natural (NBO) charge in e.
Cartesian coordinates (Å):
C -0.675 -0.801 0.615  0.03
C -2.860 -0.141 -0.216  0.54
C -1.250 1.562 -0.039  -0.41
C 2.876 -0.957 0.063  -0.43
N 0.547 -0.800 0.436  -0.14
N -1.599 0.115 -0.006  -0.33
N 1.518 -0.452 -0.284  -0.33
O -3.400 -1.330 -0.103  -0.58
H -1.200 -1.227 1.498  0.20
H -3.471 0.695 -0.261  0.20
H -0.999 1.799 0.907  0.22
H -0.268 1.704 -0.641  0.22
H -1.902 2.252 -0.421  0.24
H 3.293 -0.289 0.935  0.22
H 2.848 -2.048 0.420  0.23
H 3.460 -0.985 -0.834  0.22
H 1.530 -0.053 -1.132  0.37
H -2.714 -2.039 -0.143  0.52

(3)
The following is a DFT calculation (wB97M-V/def2-TZVPD) of a gas-phase ion, C4H10N3O (charge +1) at a distorted geometry.

HOMO (spin up / spin down), eV: -12.31 / -12.31
2S+1: 1
Charge: +1
LUMO (spin up / spin down), eV: -3.7 / -3.7

Last column: natural (NBO) charge in e.
Cartesian coordinates (Å):
C -1.689 0.555 -0.806  0.23
C 1.578 0.117 -0.125  0.67
C 1.939 -0.812 -1.204  -0.76
C 2.418 0.451 1.071  -0.73
N -0.440 0.449 -1.147  -0.32
N -1.901 0.635 0.462  -0.47
N -3.156 1.006 1.067  -0.52
O 0.430 0.694 -0.082  -0.24
H -2.656 0.499 -1.470  0.20
H 2.887 -1.394 -1.072  0.26
H 1.892 -0.214 -2.159  0.31
H 1.156 -1.524 -1.379  0.29
H 1.660 0.983 1.693  0.27
H 3.266 1.169 1.144  0.30
H 2.850 -0.513 1.216  0.26
H -3.077 1.726 1.798  0.44
H -3.584 0.201 1.549  0.42
H -3.968 1.184 0.428  0.40

(4)
The following is a DFT calculation (wB97M-V/def2-TZVPD) of a gas-phase ion, C4H10N3O2 (charge +1) at a distorted geometry.

HOMO, eV: -14.25
2S+1: 1
Structure (SMILES): NC(=O)[C@]1(N)[NH2+]CCO1
Charge: +1
LUMO, eV: -2.9

Last column: natural (NBO) charge in e.
Cartesian coordinates (Å):
C 0.647 0.021 -1.623  0.62
C -1.269 -1.124 1.025  -0.26
C -1.577 0.366 0.681  -0.10
C 0.629 0.236 -0.060  0.50
N 0.843 1.117 -2.400  -0.78
N 1.806 0.593 0.556  -0.84
N 0.126 -1.217 0.554  -0.60
O 0.490 -1.081 -2.054  -0.57
O -0.358 1.083 0.345  -0.49
H -1.388 -1.285 2.070  0.24
H -1.873 -1.823 0.518  0.24
H -2.176 0.358 -0.384  0.20
H -2.288 0.865 1.401  0.25
H 1.423 1.842 -2.003  0.41
H 0.973 0.973 -3.395  0.43
H 2.576 0.402 -0.109  0.40
H 1.821 1.427 1.079  0.43
H 0.955 -1.478 1.138  0.46
H 0.297 -1.835 -0.353  0.48

(5)
The following is a DFT calculation (wB97M-V/def2-TZVPD) of 2 unconnected molecules or ions with the total composition C4H10N3S at a distorted geometry.

HOMO, eV: -11.89
2S+1: 1
Charge: +1
LUMO, eV: -5.0

Last column: natural (NBO) charge in e.
Cartesian coordinates (Å):
C 1.493 -0.792 1.095  -0.20
C -1.843 0.739 -1.737  -0.34
C -0.688 -0.086 -1.818  -0.31
C -1.433 -0.031 -0.379  -0.13
N 1.535 -1.470 2.210  -0.76
N -1.018 0.642 0.681  0.06
N -0.355 1.682 0.710  -0.37
S 2.726 -0.744 -0.052  0.08
H -1.932 1.800 -1.785  0.25
H -2.753 0.423 -2.228  0.26
H -0.864 -1.062 -2.065  0.25
H 0.286 0.367 -1.811  0.24
H -1.808 -1.068 -0.245  0.26
H 0.704 -1.203 2.728  0.41
H 2.409 -1.835 2.630  0.39
H 0.032 2.213 -0.117  0.39
H 3.689 -1.712 0.546  0.09
H -0.179 2.139 1.638  0.42

(6)
The following is a DFT calculation (wB97M-V/def2-TZVPD) of a single C4H10N4 molecule at a distorted geometry.

HOMO, eV: -7.40
2S+1: 1
Structure (SMILES): C=C=C(N)N(C)NN
LUMO, eV: 1.0

Last column: natural (NBO) charge in e.
Cartesian coordinates (Å):
C 0.419 2.112 -0.096  -0.42
N 1.337 -0.080 1.012  -0.36
C -0.678 -0.013 -0.466  0.26
C -0.940 -1.212 0.052  -0.11
N 2.300 -0.935 0.584  -0.60
N -1.579 0.631 -1.330  -0.82
C -1.488 -2.242 0.629  -0.44
N 0.494 0.663 -0.158  -0.33
H 0.855 0.058 1.894  0.39
H 2.979 -0.462 -0.006  0.35
H 1.920 -1.715 0.048  0.34
H -1.137 1.096 -2.111  0.37
H -2.327 0.022 -1.632  0.39
H 0.352 2.535 -1.102  0.20
H -0.434 2.474 0.488  0.18
H 1.337 2.469 0.369  0.22
H -2.232 -2.143 1.415  0.19
H -1.180 -3.259 0.408  0.19

(7)
The following is a DFT calculation (wB97M-V/def2-TZVPD) of a molecular structure, C4H10N4 at a distorted geometry.

HOMO, eV: -7.12
2S+1: 1
LUMO, eV: 0.5

Last column: natural (NBO) charge in e.
Cartesian coordinates (Å):
C -0.848 1.770 2.075  -0.45
C 0.312 -2.338 -1.182  -0.72
N 0.384 0.762 0.875  -0.24
C -0.586 0.062 0.374  0.59
C 0.417 -0.850 -1.136  0.24
N 1.176 1.643 0.160  -0.64
N -1.540 -0.687 0.672  -0.82
N 0.941 -0.092 -1.997  -0.75
H 0.901 1.718 -0.831  0.40
H 2.118 1.259 0.133  0.37
H -2.484 -0.381 0.440  0.40
H 1.321 -0.561 -2.833  0.32
H -1.249 1.117 2.845  0.21
H -0.083 2.431 2.467  0.20
H -1.591 2.291 1.476  0.19
H 0.740 -2.767 -0.273  0.23
H -0.743 -2.617 -1.198  0.24
H 0.810 -2.758 -2.066  0.20

(8)
The following is a DFT calculation (wB97M-V/def2-TZVPD) of 2 unconnected molecules or ions with the total composition C4H10N4O at a distorted geometry.

HOMO, eV: -9.30
2S+1: 1
LUMO, eV: -1.8

Last column: natural (NBO) charge in e.
Cartesian coordinates (Å):
C 0.375 1.973 -0.353  -0.70
C 0.502 0.433 -0.718  0.02
C -1.713 -0.030 0.237  0.65
C 1.418 -0.463 0.039  0.40
H 1.409 2.177 0.243  0.28
H 0.498 2.784 -1.278  0.24
H -0.459 2.131 0.480  0.24
H 0.944 0.693 -1.862  0.24
H -2.365 -2.350 -0.566  0.21
H -3.933 -0.258 0.266  0.39
H -0.772 0.234 1.802  0.35
H 0.522 -2.399 -0.556  0.43
H 2.229 -2.462 0.353  0.42
H 3.077 -0.252 1.091  0.34
N -2.987 -0.493 -0.356  -0.69
N -1.678 0.230 1.446  -0.69
N 1.359 -1.903 -0.086  -0.88
N 2.348 0.247 0.610  -0.72
O -0.775 -0.292 -0.792  -0.54